<1>
19
Properties=species:S:1:pos:R:3:nbo_charge:R:1 method="wB97M-V/def2-TZVPD" multiplicity=2 s_squared=0.75 e_homo_ev="-13.419 / -13.392" charge=+1 orbital_gap_ev="10.358 / 5.673" e_lumo_ev="-3.06 / -7.72"
N 1.806 0.429 -0.433 -0.838
C 0.427 0.780 -0.135 -0.082
C -0.205 1.731 -1.203 -0.066
O 0.723 2.135 -2.173 -0.704
C -0.458 -0.469 0.005 -0.296
N -0.194 -1.165 1.229 -0.102
C -1.091 -2.144 1.772 -0.472
H 1.925 -0.562 -0.590 0.349
H 2.089 0.886 -1.296 0.408
H 0.415 1.278 0.840 0.185
H -0.617 2.569 -0.665 0.194
H -1.023 1.194 -1.705 0.176
H 1.087 3.003 -1.963 0.492
H -1.509 -0.197 -0.031 0.250
H -0.194 -1.125 -0.840 0.274
H 0.768 -1.113 1.570 0.429
H -0.948 -2.246 2.845 0.267
H -2.107 -1.878 1.508 0.252
H -0.895 -3.105 1.263 0.283


<2>
19
Properties=species:S:1:pos:R:3:nbo_charge:R:1 method="wB97M-V/def2-TZVPD" multiplicity=2 s_squared=0.75 e_homo_ev="-7.638 / -11.463" charge=+1 orbital_gap_ev="3.682 / 7.425" e_lumo_ev="-3.96 / -4.04"
O -0.939 -2.664 0.807 -0.693
C -0.172 -2.086 0.006 0.011
C 0.782 -0.904 0.423 -0.161
C 0.037 0.466 0.293 -0.454
C -0.395 0.775 -1.167 -0.256
N -0.954 2.154 -1.409 -0.714
N 1.030 -1.059 1.874 -0.709
H -0.062 -2.390 -1.128 0.125
H 1.654 -0.995 -0.287 0.238
H 0.702 1.230 0.725 0.187
H -0.784 0.450 0.924 0.221
H -1.286 0.005 -1.359 0.274
H 0.490 0.806 -1.847 0.226
H -0.351 2.972 -1.059 0.452
H -1.969 2.329 -1.108 0.456
H -0.974 2.294 -2.497 0.455
H 1.337 -0.197 2.382 0.421
H 1.741 -1.725 2.175 0.447
H 0.116 -1.460 2.252 0.474


<3>
19
Properties=species:S:1:pos:R:3:nbo_charge:R:1 method="wB97M-V/def2-TZVPD" multiplicity=2 s_squared=0.76 e_homo_ev="-14.284 / -13.727" charge=+1 orbital_gap_ev="11.267 / 4.992" e_lumo_ev="-3.02 / -8.73"
N 0.908 -0.943 -0.196 -0.572
C -0.142 0.093 -0.484 -0.057
C -0.519 0.624 0.888 -0.448
C 0.541 1.413 1.552 -0.044
O 1.484 0.465 2.110 -0.656
C -1.388 -0.448 -1.210 -0.224
N -0.899 -0.993 -2.483 -0.798
H 1.660 -0.907 -0.901 0.418
H 0.471 -1.959 -0.199 0.416
H 1.694 -0.438 1.660 0.508
H 0.409 0.992 -1.194 0.246
H -0.763 -0.157 1.645 0.250
H -1.381 1.283 0.789 0.245
H 1.093 2.109 1.013 0.208
H -0.033 1.927 2.541 0.261
H -2.056 0.431 -1.448 0.248
H -1.827 -1.207 -0.607 0.218
H -1.204 -1.906 -2.607 0.384
H -0.953 -0.431 -3.298 0.396


The structure with the greatest stability is <1>.